[1]
ORCA calculation (ωB97M-V/def2-TZVPD) on 2 unconnected molecules or ions with the total composition C4H9F3O.

Element x y z (Å)
F  1.6951  -1.5708  -3.5832
F  -0.3112  -2.2707  -4.3222
F  0.5928  -3.1515  -2.5683
C  0.0000  0.0000  0.0000
C  0.4438  -2.0357  -3.2869
C  0.5320  -1.0773  -0.9991
C  -0.2476  -1.1577  -2.3417
H  0.0684  1.0407  -0.3589
H  0.6045  -0.0962  0.9176
H  -1.0525  -0.2183  0.2476
H  1.5886  -0.7575  -1.0810
H  0.5173  -2.0668  -0.5030
H  -1.2481  -1.5548  -2.0830
H  -0.3838  -0.1310  -2.7325
O  -3.1786  1.4946  4.4775
H  -2.8208  1.4665  3.5613
H  -3.5300  2.4081  4.5787

Atoms 1-2, force components in eV/Å:
F -0.952 -0.573 -0.752
F 0.248 -0.490 -1.863

Summary:
- HOMO energy: -0.428 hartree
- SMILES string: CCCC(F)(F)F.O
- Kohn-Sham gap: 12.292 eV
- LUMO level: 0.02393 hartree
- Energy above the lowest of the compared OMol25 structures with the same formula, charge and spin: 0.0064 eV
- Net charge: 0
- E_tot: -14494.116 eV

[2]
ORCA calculation (ωB97M-V/def2-TZVPD) on 2 unconnected molecules or ions with the total composition C4H9F3OSi.

Element x y z (Å)
C  -0.5179  2.0216  -1.3854
C  -1.4144  -0.8774  0.8816
C  1.1464  0.6563  2.3069
C  0.9601  -2.0260  -1.6164
O  -0.0188  1.6212  -0.0991
F  -0.2809  -2.1027  -2.1046
F  1.7385  -1.5861  -2.7216
F  1.3069  -3.3774  -1.3631
Si  0.0941  0.3153  0.8279
H  0.1135  2.8279  -1.7574
H  -1.5745  2.4471  -1.3600
H  -0.4999  1.1040  -1.9759
H  -1.1551  -1.6352  0.1904
H  -1.8082  -1.2368  1.9395
H  -2.2495  -0.2110  0.5436
H  0.6090  1.4079  2.9061
H  1.3784  -0.2166  2.8197
H  2.1724  0.8677  1.9679

Atoms 1-2, force components in eV/Å:
C -1.084 -0.216 0.172
C -0.837 2.172 2.560

Summary:
- HOMO energy (alpha / beta): -0.276 / -0.276 hartree
- Kohn-Sham gap (alpha / beta): 6.856 / 6.839 eV
- LUMO level (alpha / beta): -0.02440 / -0.02455 hartree
- Energy above the lowest of the compared OMol25 structures with the same formula, charge and spin: 3.1294 eV
- Net charge: 0
- E_tot: -22368.928 eV

[3]
ORCA calculation (ωB97M-V/def2-TZVPD) on a molecular structure, C4H9F3RuSbSe4.

Element x y z (Å)
Ru  -0.5093  -1.2237  0.9701
Se  -2.5590  -0.7914  2.0936
Se  -2.5015  -2.7067  3.3640
Se  -0.3296  -2.9147  4.2100
Se  1.0313  -1.8167  2.7806
C  2.0370  0.7130  -1.9338
Sb  0.4719  0.6810  -0.5174
C  -0.9639  1.8933  -1.4755
C  1.2335  1.9725  0.9873
H  2.2750  1.7628  -2.1022
H  1.7139  0.2493  -2.8631
H  2.9059  0.1890  -1.5437
H  -0.5060  2.8645  -1.6559
H  -1.8416  2.0052  -0.8442
H  -1.2464  1.4332  -2.4196
H  1.4529  2.9515  0.5612
H  2.1497  1.5440  1.3897
H  0.5006  2.0770  1.7837
F  -2.4894  -2.9602  -0.2955
C  -1.2674  -2.4485  -0.4486
F  -0.3728  -3.4688  -0.3219
F  -1.1846  -2.0055  -1.7188

Atoms 1-2, force components in eV/Å:
Ru -0.578 -0.298 0.046
Se 0.094 0.150 -0.092

Summary:
- HOMO energy (alpha / beta): -0.440 / -0.464 hartree
- Kohn-Sham gap (alpha / beta): 7.379 / 6.094 eV
- LUMO level (alpha / beta): -0.16872 / -0.24030 hartree
- Energy above the lowest of the compared OMol25 structures with the same formula, charge and spin: 1.6552 eV
- Net charge: +1
- 2S+1: 5
- E_tot: -282942.891 eV

[4]
ORCA calculation (ωB97M-V/def2-TZVPD) on 2 unconnected molecules or ions with the total composition C4H9F4NO2PS.

Element x y z (Å)
F  0.4166  0.4470  0.9754
C  -0.0143  -0.7463  0.6035
F  -1.0838  -1.0318  1.3229
C  1.0074  -1.8509  0.8523
F  1.2712  -2.0210  2.1071
F  0.4441  -2.9807  0.4610
N  2.2418  -1.7125  0.0323
P  3.3579  -0.2928  0.4751
S  4.1869  -0.4537  2.2192
H  -0.3236  -0.7880  -0.4472
H  1.9325  -1.6044  -0.9738
H  2.7990  -2.5969  0.1647
H  2.7216  0.9392  0.2382
H  4.3475  -0.4072  -0.5178
O  -1.8071  0.6383  -1.5883
C  -2.7747  1.0844  -0.8031
C  -3.0559  2.6958  -1.0730
O  -4.0052  3.1374  -0.2872
H  -2.5984  1.0214  0.2923
H  -3.7704  0.6080  -0.9233
H  -3.2434  2.7512  -2.1700
H  -2.0496  3.1634  -0.9604

Atoms 1-2, force components in eV/Å:
F 0.817 0.897 0.194
C -0.676 -0.374 -1.468

Summary:
- HOMO energy: -0.039 hartree
- Kohn-Sham gap: 2.168 eV
- LUMO level: 0.04024 hartree
- Net charge: -1
- E_tot: -40866.018 eV